[1]
This record from the OMol25 dataset describes a single C5H14N2 molecule in a non-equilibrium geometry. The level of theory is ωB97M-V with the def2-TZVPD basis set.

Output
**SMILES string**: CC(C)NCCN

Cartesian coordinates (Å):
H (-0.084, -1.006, 1.231)
H (-0.280, -2.090, -0.654)
H (2.176, 2.211, 0.452)
H (-2.738, -1.675, -1.188)
N (-2.468, 0.475, -1.319)
H (-3.453, 0.567, -1.519)
H (3.130, 0.103, 1.366)
C (1.201, 0.197, 0.365)
H (2.194, -1.354, 1.556)
C (-2.190, -0.844, -0.721)
C (2.110, -0.263, 1.503)
H (-2.566, -0.763, 0.303)
H (0.491, 2.099, 1.039)
C (1.216, 1.725, 0.304)
H (1.832, 0.095, 2.499)
C (-0.702, -1.092, -0.703)
H (0.795, 2.074, -0.645)
H (-0.292, -0.589, -1.586)
H (1.690, -0.077, -0.583)
N (-0.139, -0.352, 0.466)
H (-1.922, 0.558, -2.167)

---

[2]
This record from the OMol25 dataset describes 2 unconnected molecules or ions with the total composition C5H14N2O in a non-equilibrium geometry. The level of theory is ωB97M-V with the def2-TZVPD basis set.

Output
**SMILES string**: CNN(C)C.CC=O

Cartesian coordinates (Å):
O (-0.163, -0.668, 2.587)
C (-0.174, -1.708, -0.968)
H (-0.250, -0.176, -3.178)
H (0.572, -2.440, -1.302)
H (-1.092, -1.884, -1.543)
H (1.070, 0.905, -2.683)
H (-2.484, 1.314, -0.057)
N (-0.546, 0.735, -0.577)
H (-0.127, 1.479, -0.027)
H (-0.382, -1.921, 0.085)
N (0.355, -0.354, -1.139)
C (1.221, 1.291, 2.718)
H (1.518, -0.497, 1.464)
H (1.550, 1.970, 1.928)
C (-1.915, 0.396, -0.233)
H (-1.975, -0.228, 0.663)
H (-2.427, -0.146, -1.036)
C (0.646, -0.096, -2.550)
C (0.762, -0.003, 2.105)
H (1.390, -0.811, -2.922)
H (0.397, 1.749, 3.272)
H (2.055, 1.092, 3.394)

---

[3]
This record from the OMol25 dataset describes 2 unconnected molecules or ions with the total composition C5H14N2O. The level of theory is ωB97M-V with the def2-TZVPD basis set.

Output
**SMILES string**: CNC(C)=O.CCN

Cartesian coordinates (Å):
C (0.917, 1.088, 1.236)
H (-0.628, 2.358, 1.969)
H (0.061, -1.203, 2.413)
H (0.402, -0.724, -3.337)
C (1.037, -1.335, 1.946)
H (2.420, -0.163, 0.861)
H (-0.576, -0.753, -0.570)
C (-0.413, 1.287, 1.910)
H (-0.400, 0.896, 2.930)
H (-2.483, 0.500, -1.455)
N (0.549, -0.769, -2.329)
O (1.431, 1.968, 0.548)
H (0.954, -2.070, 1.141)
H (1.758, -1.696, 2.684)
C (-0.741, -0.755, -1.650)
H (1.060, 0.084, -2.091)
N (1.550, -0.111, 1.378)
H (-1.839, 0.420, -3.104)
H (-1.289, -1.671, -1.890)
H (-1.011, 1.390, -1.870)
C (-1.562, 0.460, -2.046)
H (-1.198, 0.799, 1.327)

---

[4]
This record from the OMol25 dataset describes a single C5H14N2O molecule in a non-equilibrium geometry. The level of theory is ωB97M-V with the def2-TZVPD basis set.

Output
**SMILES string**: CNCC[C@H](N)CO

Cartesian coordinates (Å):
H (1.148, 0.468, -1.506)
H (-1.336, -0.636, -1.390)
H (1.548, -2.265, -2.463)
N (-1.468, 0.562, 1.390)
H (0.061, -1.528, -2.826)
H (-2.708, 1.888, 2.688)
H (0.364, 1.073, 0.293)
H (-0.978, 2.057, 2.890)
H (-1.385, 1.538, -0.452)
C (1.964, -1.134, -0.297)
H (1.241, 0.062, 1.301)
H (-2.259, -0.021, 1.218)
H (-0.574, -1.481, 0.003)
H (1.864, -2.173, -0.032)
C (-0.487, -0.591, -0.673)
O (2.132, -0.295, 0.886)
H (2.982, -0.863, -0.811)
C (0.893, -0.595, -1.230)
C (-0.787, 0.755, 0.058)
N (1.010, -1.366, -2.497)
C (-1.701, 1.821, 2.071)
H (-1.524, 2.724, 1.381)

---

[5]
This record from the OMol25 dataset describes 2 unconnected molecules or ions with the total composition C5H14N2O in a non-equilibrium geometry. The level of theory is ωB97M-V with the def2-TZVPD basis set.

Output
**SMILES string**: C=CC[C@H](N)CN.O

Cartesian coordinates (Å):
H (-2.970, -0.859, -1.163)
C (2.588, 0.006, -0.212)
H (1.056, 0.652, 1.959)
H (0.941, -0.462, -2.977)
H (-0.325, 2.633, 1.182)
H (1.726, -1.763, 0.575)
H (-1.848, 2.103, 1.240)
H (-0.263, 0.939, -0.425)
H (-2.761, 0.142, 0.727)
N (-0.892, 1.828, 1.432)
O (0.543, -1.197, -2.496)
C (-1.808, -0.214, 0.336)
N (-2.063, -0.459, -1.084)
H (1.153, -1.254, -1.746)
H (3.544, -0.216, -0.676)
H (2.557, 1.101, -0.167)
H (-1.348, -0.921, -1.626)
C (0.585, -0.061, 1.284)
C (1.658, -0.689, 0.417)
C (-0.587, 0.657, 0.580)
H (0.174, -0.815, 1.955)
H (-1.659, -1.152, 0.887)

---

[6]
This record from the OMol25 dataset describes a single C5H14N2O molecule in a non-equilibrium geometry. The level of theory is ωB97M-V with the def2-TZVPD basis set.

Output
**SMILES string**: NCCNCCCO

Cartesian coordinates (Å):
C (-0.126, 1.022, -0.891)
C (0.490, 0.881, 1.346)
H (-0.234, 2.117, -0.880)
H (1.336, 0.666, 2.070)
H (0.583, -0.797, -1.995)
H (-1.174, 0.713, -0.489)
C (-0.665, 0.021, 1.765)
H (-0.972, 0.247, 2.841)
H (1.303, 0.503, -3.873)
O (-1.334, -2.172, 1.480)
H (0.332, 1.827, -3.471)
C (-0.194, -1.399, 1.904)
N (0.895, 0.524, -0.020)
H (0.544, -1.586, 1.118)
C (0.083, 0.236, -2.287)
H (-0.952, -0.030, -2.773)
N (0.911, 1.119, -3.099)
H (-1.033, -3.188, 1.328)
H (-1.465, -0.157, 0.955)
H (0.291, 2.054, 1.493)
H (1.763, 0.756, -0.306)
H (0.181, -1.807, 2.954)

---

[7]
This record from the OMol25 dataset describes 3 unconnected molecules or ions with the total composition C5H14N2O in a non-equilibrium geometry. The level of theory is ωB97M-V with the def2-TZVPD basis set.

Cartesian coordinates (Å):
H (-1.616, 1.848, 2.273)
O (-0.114, 2.014, -2.182)
N (-1.472, 2.167, 0.022)
H (0.269, -2.931, 0.937)
H (1.117, -0.752, -2.592)
C (-1.112, 1.004, 0.558)
H (0.769, -0.290, -0.582)
C (1.233, -1.071, 0.349)
H (2.194, -0.788, -0.098)
C (-1.457, 0.775, 2.025)
H (-1.573, 2.979, 0.615)
H (1.914, -2.963, 1.234)
C (0.249, 0.896, -1.746)
N (0.741, 0.163, -2.785)
H (-1.312, 2.382, -0.989)
H (1.466, -3.044, -0.475)
H (0.855, -0.694, 1.304)
H (-0.730, 0.055, 0.222)
H (0.899, 0.468, -3.738)
C (1.206, -2.589, 0.486)
H (-2.120, 0.674, 2.910)
H (-1.406, -0.306, 2.252)

---

[8]
This record from the OMol25 dataset describes 2 unconnected molecules or ions with the total composition C5H14N2O in a non-equilibrium geometry. The level of theory is ωB97M-V with the def2-TZVPD basis set.

Output
**SMILES string**: C=CCCNCN.O

Cartesian coordinates (Å):
H (0.079, -1.122, 1.576)
C (-0.921, -0.353, -0.210)
C (1.503, 1.972, 0.243)
H (1.618, -0.347, -0.906)
H (-2.432, -0.500, 1.278)
H (1.360, 1.947, -0.832)
H (-3.027, -0.064, -0.396)
H (2.356, -1.222, 0.556)
H (1.941, 0.660, 1.858)
H (-0.260, 2.027, 1.508)
C (-2.193, -0.365, 0.220)
O (-1.798, -2.444, -2.666)
H (-1.299, -1.904, -2.026)
C (1.596, -0.541, 0.182)
H (0.122, -2.103, 0.136)
H (-0.472, 2.600, 0.083)
N (0.258, 2.488, 0.775)
N (2.006, 0.716, 0.854)
H (-0.735, -0.045, -1.238)
H (-2.223, -2.993, -2.003)
H (2.350, 2.622, 0.519)
C (0.171, -1.031, 0.491)

---

[9]
This record from the OMol25 dataset describes a single C5H14N2O molecule in a non-equilibrium geometry. The level of theory is ωB97M-V with the def2-TZVPD basis set.

Output
**SMILES string**: CC[C@H](ON)N(C)C

Cartesian coordinates (Å):
H (2.118, -1.791, -0.091)
H (-1.258, 1.101, -0.974)
C (0.402, 0.704, 0.350)
H (1.163, 1.333, -2.434)
H (0.722, 0.993, 1.366)
H (2.137, 0.048, -2.077)
H (2.167, -0.763, 1.354)
C (-2.013, 1.094, 1.066)
N (0.337, -0.741, 0.344)
N (1.209, 0.450, -1.922)
O (1.440, 1.165, -0.471)
C (-0.934, 1.385, 0.029)
H (-2.247, 0.033, 1.104)
C (1.537, -1.428, 0.766)
H (-1.387, -0.978, -0.833)
H (-0.725, 2.457, 0.004)
C (-0.515, -1.532, -0.503)
H (1.257, -2.290, 1.378)
H (-0.838, -2.418, 0.047)
H (-1.678, 1.397, 2.057)
H (0.029, -1.866, -1.393)
H (-2.923, 1.646, 0.833)

---

[10]
This record from the OMol25 dataset describes 2 unconnected molecules or ions with the total composition C5H14N2O in a non-equilibrium geometry. The level of theory is ωB97M-V with the def2-TZVPD basis set.

Output
**SMILES string**: CC(=O)C(C)(N)N.C

Cartesian coordinates (Å):
C (0.717, 0.374, 0.460)
H (0.697, 1.623, -1.307)
O (1.416, -0.181, 1.317)
C (1.691, -2.050, -1.351)
H (-1.316, -0.443, -1.381)
H (1.994, -2.215, -2.386)
C (1.308, 1.448, -0.421)
H (0.800, -1.368, -1.260)
H (-1.498, 1.313, -1.256)
H (2.542, -1.620, -0.819)
H (1.404, 2.374, 0.149)
H (-2.086, -0.675, 1.891)
H (1.412, -2.998, -0.887)
C (-1.641, 0.369, -0.722)
H (-2.273, 1.465, 1.563)
N (-1.264, 1.452, 1.440)
H (-0.496, -1.062, 1.995)
H (-0.849, 1.326, 2.360)
C (-0.881, 0.342, 0.597)
H (2.296, 1.120, -0.756)
N (-1.252, -0.844, 1.341)
H (-2.722, 0.251, -0.568)

---

[11]
This record from the OMol25 dataset describes 3 unconnected molecules or ions with the total composition C5H14N2O in a non-equilibrium geometry. The level of theory is ωB97M-V with the def2-TZVPD basis set.

Cartesian coordinates (Å):
H (0.996, -0.830, -3.044)
C (-0.026, 2.209, -0.275)
C (0.208, -1.804, 0.366)
H (0.239, -0.331, -1.760)
C (-1.059, 0.198, 0.383)
H (1.711, -2.161, 1.858)
H (-1.390, -1.472, -0.954)
N (0.633, 2.422, 1.051)
O (0.507, -1.146, -2.286)
H (0.993, 3.359, 1.175)
N (-0.214, 0.837, -0.597)
H (-1.854, -1.795, 0.745)
H (1.401, 1.759, 1.053)
H (0.072, -1.728, 2.502)
H (-1.017, 2.699, -0.215)
C (-1.146, -1.288, 0.081)
H (0.797, -2.168, -0.472)
H (0.923, -0.313, 0.413)
C (0.726, -1.782, 1.629)
H (-0.635, 0.304, 1.397)
H (0.629, 2.663, -1.027)
H (-2.090, 0.603, 0.399)

---

[12]
This record from the OMol25 dataset describes a single C5H14N2O molecule in a non-equilibrium geometry. The level of theory is ωB97M-V with the def2-TZVPD basis set.

Output
**SMILES string**: CO[C@H](C)C(C)(N)N

Cartesian coordinates (Å):
H (1.063, -2.649, 0.187)
C (-0.238, 0.400, 0.213)
C (-1.689, -1.417, -0.216)
H (-1.719, 0.718, 1.729)
H (0.551, 3.007, -0.114)
H (1.396, -0.794, -1.756)
H (-1.789, -1.967, 0.714)
N (0.434, -1.092, -1.647)
H (-1.814, -2.104, -1.049)
H (1.550, -1.253, 1.020)
H (-0.832, 0.996, -0.484)
C (0.026, -0.973, -0.288)
H (-2.468, -0.665, -0.309)
H (1.197, 2.263, -1.595)
N (0.792, -1.761, 0.585)
C (-0.645, 0.564, 1.662)
C (1.320, 2.310, -0.496)
H (-0.398, -0.301, 2.273)
H (2.303, 2.772, -0.346)
O (1.260, 1.063, 0.110)
H (-0.151, -0.555, -2.275)
H (-0.151, 1.439, 2.082)

---

So what do the calculations give for E_LUMO? Going down the list: 1.120; 0.990; 0.898; 0.962; 0.957; 0.999; -1.107; 0.811; 1.011; 0.893; 0.143; 1.015 eV.
So what do the calculations give for energy above the lowest of the compared OMol25 structures with the same formula, charge and spin? Going down the list: 23.91; 87.50; 23.17; 81.97; 60.27; 91.36; 242.39; 71.23; 85.56; 38.52; 143.94; 64.40 kcal per mole.
So what do the calculations give for total energy? Going down the list: -8391.58206; -10437.23377; -10440.02327; -10437.47340; -10438.41441; -10437.06646; -10430.51691; -10437.93931; -10437.31780; -10439.35751; -10434.78611; -10438.23518 eV.